[1]
This record from the OMol25 dataset describes the molecule C5H9NO2. The level of theory is wB97M-V/def2-TZVPD.

The geometry in XYZ format:
```
17
Properties=species:S:1:pos:R:3:mulliken_charge:R:1
C 2.5624 0.4731 -0.2414 -0.6717
N 1.6886 -0.6434 -0.2059 -0.2615
C 0.6603 -0.5503 0.7181 -0.0882
C -0.8541 -0.7068 0.5067 0.1705
O -1.7344 -1.2336 -0.3900 -0.4523
C -2.6658 -0.0063 -0.3052 -0.2228
O -1.9740 1.1770 0.1844 -0.3285
C -0.5646 0.6726 0.1163 -0.1324
H 2.7177 1.2930 0.7593 0.2232
H 3.6915 0.0934 -0.5177 0.2768
H 2.0328 1.2212 -1.1153 0.2252
H 1.6815 -1.3908 -1.0622 0.3127
H 0.8861 -0.7210 1.8447 0.2557
H -1.2527 -0.3852 1.5080 0.2203
H -3.1728 0.1610 -1.2604 0.2562
H -3.6132 -0.2340 0.3986 0.2081
H -0.0894 0.7801 -0.9380 0.0086
```

Values from the calculation:
**Net charge**: 0
**E_HOMO**: -8.2 eV
**LUMO level**: 0.66 eV
**Gap between HOMO and LUMO**: 8.847 eV
**Energy above the lowest of the compared OMol25 structures with the same formula, charge and spin**: 203.73 kcal per mole
**SMILES**: CNC1[C@@H]2OCO[C@@H]12


[2]
This record from the OMol25 dataset describes a cluster of 2 separate species, C4H12OS2 in total. The level of theory is wB97M-V/def2-TZVPD.

The geometry in XYZ format:
```
19
Properties=species:S:1:pos:R:3:mulliken_charge:R:1
C -1.5867 0.9339 2.2113 -0.7707
S -0.7222 -0.5587 1.6400 -0.0515
C -0.1615 0.1540 0.0562 -0.4318
C 0.4509 -0.9136 -0.8659 -0.8865
C 1.7085 -1.5387 -0.2552 -0.4700
S 2.9361 -1.9761 -1.5370 -0.2515
H -0.8457 1.6904 2.5199 0.2607
H -2.2363 0.7058 3.0730 0.3343
H -2.2080 1.3586 1.4050 0.2014
H -1.0085 0.6061 -0.4950 -0.1693
H 0.5237 0.9722 0.3502 0.5039
H 0.6421 -0.3669 -1.8093 0.4178
H -0.2599 -1.7323 -1.0894 0.3421
H 1.2976 -2.3794 0.3363 0.3288
H 2.1013 -0.7870 0.4562 0.3473
H 3.7782 -2.6863 -0.7566 0.1304
O -1.0765 2.1909 -1.8233 -0.6009
H -1.8059 2.6361 -2.3111 0.3098
H -1.5271 1.6911 -1.1054 0.4556
```

Values from the calculation:
**Net charge**: 0
**E_HOMO**: -8.7 eV
**LUMO level**: 0.64 eV
**Gap between HOMO and LUMO**: 9.370 eV
**Energy above the lowest of the compared OMol25 structures with the same formula, charge and spin**: 22.80 kcal per mole
**SMILES**: CSCCCS.O


[3]
This record from the OMol25 dataset describes a structure of composition C39H41As2Cl2N2NdOP. The level of theory is wB97M-V/def2-TZVPD.

The geometry in XYZ format:
```
89
Properties=species:S:1:pos:R:3:lowdin_spin:R:1
Nd 12.9635 9.4610 11.9586 3.0401
C 11.3704 12.7066 9.4055 -0.0004
As 12.6232 11.1084 9.2082 -0.0045
C 14.1824 11.8208 8.2737 -0.0009
C 11.8685 10.0773 7.7274 -0.0011
C 11.8140 10.6488 6.4765 -0.0003
C 11.5174 9.9514 5.3385 -0.0001
C 11.1064 8.6481 5.5090 0.0000
C 11.1750 8.0119 6.7366 -0.0002
C 11.5263 8.6860 7.8866 -0.0004
As 11.2871 7.7926 9.5823 -0.0050
C 9.4089 8.2016 9.6663 -0.0007
C 11.5144 5.9268 9.3233 -0.0013
H 10.9467 13.1283 8.3799 -0.0001
H 11.7782 13.5200 9.9349 0.0000
H 10.4716 12.4140 9.9819 0.0000
H 13.8676 12.2143 7.3245 -0.0002
H 14.9205 11.0183 8.2241 0.0000
H 14.7716 12.6059 8.7812 0.0000
H 12.0550 11.7743 6.3246 0.0000
H 11.4205 10.4849 4.4071 0.0000
H 10.8964 8.1095 4.6420 0.0000
H 10.9088 7.0019 6.6682 0.0000
H 8.8173 7.4284 9.2156 -0.0001
H 9.3219 9.1679 9.2737 0.0000
H 8.9694 8.2437 10.6680 0.0000
H 10.5975 5.3548 9.0005 -0.0002
H 11.8256 5.4028 10.2305 0.0000
H 12.2648 5.7717 8.5354 0.0000
Cl 13.4368 10.0056 14.9067 -0.0023
C 14.9475 9.2222 15.4264 -0.0001
C 15.0537 8.9476 16.7656 -0.0001
C 16.2732 8.5534 17.2133 0.0000
C 17.3649 8.5158 16.3600 -0.0001
C 17.2568 8.7823 14.9950 -0.0003
C 16.0186 9.1294 14.5126 -0.0009
P 15.7690 9.5888 12.7631 -0.0077
C 16.9694 10.9060 12.4187 -0.0015
C 16.8763 12.0363 13.2207 -0.0006
C 17.6568 13.1238 12.8478 0.0000
C 18.6794 12.9915 11.9222 -0.0006
C 18.9089 11.7510 11.2733 0.0000
C 17.9782 10.7638 11.4550 -0.0005
C 15.9752 8.1516 11.7903 -0.0002
C 16.4763 6.9512 12.3695 0.0007
C 16.3590 5.8355 11.5993 -0.0003
C 15.7367 5.8776 10.3631 0.0009
C 15.2646 7.0205 9.7796 -0.0001
C 15.3735 8.2099 10.5312 -0.0005
H 14.1884 9.1444 17.4434 0.0000
H 16.3311 8.3196 18.1914 0.0000
H 18.3881 8.3510 16.7141 0.0000
H 18.1267 8.7514 14.2920 0.0000
H 16.1556 12.0748 13.9694 0.0000
H 17.5448 14.1022 13.4108 0.0000
H 19.3446 13.7709 11.6607 0.0000
H 19.7762 11.5991 10.6745 0.0000
H 18.1150 9.8090 11.0196 0.0000
H 16.9305 6.9206 13.3853 0.0000
H 16.5783 4.7688 11.8760 0.0000
H 15.6775 4.9089 9.8859 0.0000
H 15.0427 7.0947 8.7808 0.0000
H 15.1005 9.1711 10.1000 0.0000
O 13.5816 11.9015 12.2553 -0.0014
C 12.7727 12.9003 12.8994 0.0000
C 11.4464 12.3295 13.1561 0.0002
C 10.4505 13.0911 13.7598 -0.0001
C 9.2941 12.5644 14.2306 0.0001
C 9.0842 11.2204 14.0224 -0.0001
C 10.0534 10.5411 13.3264 -0.0004
N 11.2457 11.0233 12.9001 -0.0054
H 14.4562 12.1915 12.4690 0.0000
H 12.7667 13.7358 12.2480 -0.0001
H 13.2591 13.2582 13.8784 0.0001
H 10.5982 14.1269 13.9840 0.0000
H 8.6747 13.1388 14.9078 0.0000
H 8.2647 10.6404 14.4796 0.0000
H 9.9194 9.4639 13.0431 0.0001
Cl 14.3051 4.7219 15.0773 -0.0001
C 12.9184 5.6309 14.5666 0.0001
C 11.6607 5.2002 14.9377 0.0003
C 10.6170 5.9889 14.4879 -0.0001
C 10.8590 7.0213 13.6225 0.0001
N 12.0808 7.4673 13.2824 -0.0045
C 13.1097 6.7671 13.7485 0.0007
H 11.5048 4.3345 15.5441 0.0000
H 9.5608 5.9874 14.8191 0.0000
H 10.0158 7.6240 13.2056 0.0001
H 14.1244 7.0406 13.3838 0.0003
```

Values from the calculation:
**Net charge**: +3
**E_HOMO (alpha / beta)**: -16.0 / -16.0 eV
**LUMO level (alpha / beta)**: -8.31 / -8.08 eV
**Spin multiplicity**: 4
**Gap between HOMO and LUMO (alpha / beta)**: 7.683 / 7.925 eV
**Energy above the lowest of the compared OMol25 structures with the same formula, charge and spin**: 40.39 kcal per mole


Number 1: electronic energy -10907.7412 eV. Number 2: electronic energy -28059.8771 eV. Number 3: electronic energy -217399.8736 eV.